# 1
{
  "formula": "C30H19Cl2F10N5Pd",
  "method": "ωB97M-V with the def2-TZVPD basis set",
  "total_charge": 0,
  "max_force_ha_per_bohr": 0.0048,
  "homo_energy_ev": [-7.20, -7.13],
  "s_squared": 6.1143,
  "relative_energy_kj_mol": 5.7,
  "spin_multiplicity": 5,
  "e_tot_ev": -94562.348,
  "elements": ["Pd", "C", "N", "C", "C", "N", "C", "C", "F", "C", "F", "C", "F", "C", "F", "C", "F", "C", "C", "N", "C", "C", "F", "C", "F", "C", "F", "C", "F", "C", "F", "H", "H", "H", "H", "H", "H", "H", "H", "H", "H", "H", "Cl", "C", "C", "C", "C", "C", "Cl", "C", "N", "H", "H", "H", "N", "C", "C", "C", "C", "C", "C", "C", "H", "H", "H", "H", "H"],
  "xyz": [[0.59026, 0.50907, 1.14483], [1.23015, 0.12265, 4.21973], [0.01294, 0.19755, 3.41033], [-0.60514, 1.52497, 3.57168], [-1.69042, 1.84031, 2.55701], [-1.24193, 1.48403, 1.22018], [-2.04968, 1.80050, 0.16716], [-2.07882, 0.98713, -0.98349], [-1.28592, -0.10221, -1.03420], [-2.89890, 1.20118, -2.07001], [-2.89620, 0.33088, -3.08754], [-3.75485, 2.28648, -2.09315], [-4.55558, 2.50904, -3.14256], [-3.75389, 3.13359, -1.00301], [-4.54805, 4.20803, -1.00431], [-2.92451, 2.90155, 0.08055], [-2.96104, 3.82154, 1.06332], [-0.87856, -0.92308, 3.77153], [-1.71791, -1.49964, 2.64369], [-0.83897, -2.15203, 1.70295], [-1.29986, -2.66875, 0.57337], [-2.64933, -2.76328, 0.11766], [-3.65581, -2.37184, 0.90188], [-2.97323, -3.23037, -1.13289], [-4.24503, -3.28479, -1.52388], [-1.97352, -3.64162, -2.00582], [-2.28750, -4.08160, -3.21616], [-0.64308, -3.59699, -1.60470], [0.30924, -3.98909, -2.45440], [-0.31896, -3.13774, -0.35325], [0.96075, -3.07780, -0.01551], [1.00190, 0.16659, 5.29352], [1.75002, -0.80908, 4.00237], [1.88681, 0.95331, 3.96457], [-1.00558, 1.63681, 4.59067], [0.19732, 2.25488, 3.44529], [-2.61889, 1.30917, 2.81921], [-1.91626, 2.90149, 2.67591], [-0.24452, -1.73610, 4.12656], [-1.52859, -0.61506, 4.60226], [-2.41898, -2.22280, 3.07895], [-2.31231, -0.73295, 2.15203], [3.33176, 2.69158, 1.97886], [4.33828, 1.34197, 1.60655], [5.70531, 1.48316, 1.64820], [6.52364, 0.39573, 1.35504], [5.97392, -0.83956, 1.02250], [4.60849, -0.98901, 0.98126], [3.91875, -2.51221, 0.56714], [3.71734, 0.09486, 1.26790], [2.41880, -0.05557, 1.22382], [6.13120, 2.44196, 1.90845], [7.59817, 0.51179, 1.38692], [6.60747, -1.68519, 0.79457], [1.33459, 1.58353, -1.09351], [1.04038, 1.24271, -2.15137], [0.63916, 0.78670, -3.45156], [0.68226, -0.57678, -3.73262], [0.25263, -1.02763, -4.96880], [-0.21230, -0.12264, -5.91380], [-0.24797, 1.23610, -5.63058], [0.17538, 1.69872, -4.39673], [1.04460, -1.26720, -2.98175], [0.27673, -2.08593, -5.19169], [-0.55270, -0.47967, -6.87687], [-0.61559, 1.93594, -6.36866], [0.14213, 2.75275, -4.15560]],
  "forces_ev_per_a": [[-0.09, 0.04, -0.02], [0.06, 0.03, -0.02], [-0.08, -0.11, -0.07], [-0.01, -0.04, 0.05], [0.03, -0.06, 0.02], [0.03, -0.05, -0.04], [0.01, 0.02, 0.02], [0.02, 0.05, 0.00], [0.04, -0.24, 0.07], [0.00, 0.01, 0.02], [0.06, 0.01, -0.04], [0.00, 0.01, -0.01], [0.00, 0.00, 0.00], [0.00, -0.01, 0.00], [-0.02, 0.02, 0.01], [-0.02, -0.04, -0.02], [-0.02, 0.06, -0.02], [0.04, 0.12, 0.05], [0.11, -0.04, 0.00], [0.01, 0.00, 0.02], [-0.04, 0.12, -0.09], [0.02, 0.09, 0.01], [0.05, 0.00, 0.04], [-0.02, 0.01, -0.03], [0.02, -0.01, 0.01], [0.02, 0.00, 0.01], [0.00, 0.00, -0.01], [0.00, 0.00, -0.02], [0.00, 0.02, -0.01], [0.07, 0.01, 0.01], [-0.14, -0.03, -0.03], [0.00, 0.00, 0.00], [0.01, 0.00, 0.00], [0.01, -0.01, 0.01], [-0.01, 0.00, 0.00], [0.01, -0.01, 0.02], [-0.03, -0.05, -0.02], [0.03, -0.03, 0.03], [-0.02, 0.02, 0.05], [-0.01, -0.02, -0.01], [0.00, 0.02, -0.01], [-0.08, 0.12, -0.07], [0.00, 0.01, 0.00], [0.00, 0.00, 0.00], [0.00, 0.00, 0.00], [0.00, 0.00, 0.00], [0.00, 0.00, 0.00], [0.01, -0.02, 0.00], [0.06, 0.02, 0.01], [0.00, -0.03, -0.02], [-0.03, 0.02, 0.01], [0.00, 0.00, 0.00], [0.00, 0.00, 0.00], [0.00, 0.00, 0.00], [-0.02, 0.00, 0.03], [-0.01, 0.00, 0.01], [-0.03, 0.02, 0.01], [-0.01, -0.04, 0.00], [0.01, 0.00, 0.02], [-0.01, 0.00, -0.01], [-0.02, -0.01, -0.01], [-0.01, -0.01, 0.03], [0.00, 0.00, 0.00], [0.00, 0.00, 0.00], [0.00, 0.00, 0.00], [0.00, 0.00, 0.00], [0.00, -0.01, 0.00]]
}

# 2
{
  "formula": "C30H19Cl2IN6O2RuS2",
  "method": "ωB97M-V with the def2-TZVPD basis set",
  "total_charge": -1,
  "max_force_ha_per_bohr": 0.0329,
  "homo_energy_ev": [-4.87, -4.95],
  "s_squared": 8.7687,
  "relative_energy_kj_mol": 95.8,
  "spin_multiplicity": 6,
  "e_tot_ev": -101855.685,
  "elements": ["Ru", "Cl", "C", "C", "C", "I", "C", "O", "C", "N", "C", "C", "C", "C", "H", "H", "H", "H", "S", "C", "C", "C", "C", "N", "C", "C", "C", "S", "C", "N", "H", "H", "C", "C", "C", "C", "C", "N", "C", "O", "N", "C", "C", "C", "C", "N", "C", "C", "C", "H", "H", "H", "H", "H", "H", "H", "H", "H", "H", "H", "H", "H", "Cl"],
  "xyz": [[-0.32919, -2.51455, 1.45138], [-5.40505, -7.72248, 1.44086], [-4.39542, -6.36171, 1.83252], [-4.61703, -5.69414, 3.01727], [-3.83518, -4.60614, 3.35421], [-4.14837, -3.57427, 5.15954], [-2.80073, -4.10403, 2.54570], [-2.11645, -3.09216, 2.86535], [-2.57769, -4.83800, 1.31590], [-1.58859, -4.39082, 0.52845], [-1.31256, -5.00650, -0.59644], [-2.03009, -6.12725, -1.03480], [-3.06807, -6.59448, -0.27230], [-3.37170, -5.96440, 0.95263], [-5.41222, -6.01243, 3.67399], [-0.50718, -4.59298, -1.19056], [-1.77502, -6.59366, -1.97336], [-3.66531, -7.43234, -0.60349], [1.64459, -1.26311, -0.01114], [0.91000, -1.19257, -1.55990], [1.73089, -1.00888, -2.67674], [1.20583, -0.96351, -3.95704], [2.02562, -0.73799, -5.07695], [2.67198, -0.52675, -6.00322], [-0.19104, -1.13238, -4.14355], [-1.01019, -1.28822, -3.03864], [-0.49649, -1.29935, -1.74350], [-1.62741, -1.39903, -0.44931], [-0.75642, -1.14202, -5.42990], [-1.24744, -1.16589, -6.46790], [2.79520, -0.91070, -2.51644], [-2.07427, -1.40871, -3.16794], [4.13608, 7.67449, -1.36371], [2.99281, 6.80775, -0.93116], [3.11362, 5.42943, -0.84441], [2.05027, 4.62801, -0.46234], [0.82459, 5.20292, -0.13128], [-0.30459, 4.47800, 0.25089], [-0.50486, 3.26483, 0.88645], [-1.62873, 2.83690, 1.01555], [0.62686, 2.67943, 1.38551], [0.74176, 1.45565, 2.04239], [1.97011, 1.13895, 2.62688], [2.09932, -0.05788, 3.31063], [1.01417, -0.91485, 3.38184], [-0.14234, -0.64880, 2.76062], [-0.28940, 0.51695, 2.12873], [0.69480, 6.59077, -0.23555], [1.75800, 7.37395, -0.63163], [5.05021, 7.09600, -1.46212], [4.30452, 8.47624, -0.64630], [3.91525, 8.13358, -2.32666], [4.05395, 4.96060, -1.09439], [2.17741, 3.55616, -0.48345], [-1.18411, 4.94556, 0.07545], [1.47508, 3.22821, 1.35676], [2.80785, 1.81930, 2.54789], [3.03810, -0.32664, 3.76830], [1.05294, -1.83794, 3.95393], [-1.25781, 0.71912, 1.68466], [-0.25882, 7.04918, -0.01151], [1.62944, 8.44390, -0.71210], [1.41853, -4.05836, 1.93544]],
  "forces_ev_per_a": [[-0.79, -0.17, -1.01], [-0.11, -0.19, -0.10], [-0.21, 0.12, 0.48], [-0.09, -0.46, -0.58], [0.47, 0.77, 0.33], [-0.07, -0.22, -0.22], [-0.75, -0.80, 0.10], [1.29, 0.97, -0.50], [-0.50, -0.36, 0.17], [0.49, 0.05, -0.02], [0.09, 0.19, 0.06], [-0.26, -0.03, 0.12], [0.15, 0.10, -0.09], [0.21, 0.33, 0.08], [-0.03, -0.07, 0.03], [0.07, 0.02, 0.00], [0.03, -0.02, -0.08], [0.02, -0.05, 0.04], [-0.29, -0.44, 0.50], [-0.30, 0.12, 0.14], [-0.18, 0.00, -0.28], [-0.99, -0.24, 0.75], [0.56, 0.16, -0.68], [0.17, 0.00, -0.13], [0.71, 0.11, 0.88], [0.18, -0.04, -0.02], [0.38, 0.14, -0.33], [0.11, -0.37, 0.82], [-0.33, -0.01, -0.71], [-0.12, 0.01, -0.29], [0.03, 0.03, -0.08], [-0.11, 0.01, -0.09], [-0.05, 0.02, -0.03], [0.04, -0.06, 0.01], [0.00, 0.20, 0.05], [-0.18, -0.05, 0.01], [0.40, 0.04, -0.02], [-0.51, 0.24, -0.21], [0.10, 0.22, 0.10], [-0.18, -0.24, 0.04], [0.37, 0.23, -0.12], [0.00, -0.37, 0.49], [-0.45, -0.26, -0.01], [-0.07, 0.19, -0.04], [0.08, 0.11, 0.25], [0.38, 0.27, 0.34], [-0.23, 0.40, -0.07], [-0.01, -0.08, 0.02], [-0.01, -0.17, -0.02], [0.10, 0.00, -0.02], [0.08, 0.06, 0.03], [0.07, 0.06, -0.08], [0.11, -0.05, -0.05], [-0.05, -0.10, -0.02], [0.07, -0.23, 0.07], [-0.19, -0.08, -0.01], [0.05, 0.05, -0.03], [0.04, -0.05, 0.09], [0.08, 0.05, -0.23], [0.26, -0.13, -0.07], [-0.07, 0.03, 0.07], [-0.03, 0.12, 0.01], [-0.08, -0.09, 0.16]]
}

# 3
{
  "formula": "C30H19F12N4O2PtS",
  "method": "ωB97M-V with the def2-TZVPD basis set",
  "total_charge": -1,
  "max_force_ha_per_bohr": 0.0091,
  "homo_energy_ev": -3.96,
  "relative_energy_kj_mol": 0.0,
  "e_tot_ev": -88171.650,
  "elements": ["Pt", "C", "C", "C", "C", "C", "N", "C", "C", "C", "C", "C", "C", "C", "C", "O", "C", "F", "F", "F", "C", "F", "F", "F", "C", "C", "C", "O", "C", "F", "F", "F", "C", "F", "F", "F", "H", "H", "H", "H", "H", "H", "H", "H", "H", "H", "H", "H", "N", "C", "C", "C", "C", "C", "C", "N", "C", "C", "C", "S", "C", "N", "H", "H", "H", "H", "H", "H", "H"],
  "xyz": [[-0.58183, 0.30187, 1.17985], [-3.83127, -4.55539, -2.55220], [-3.11994, -3.31556, -2.07885], [-2.06984, -2.76113, -2.80562], [-1.40421, -1.65101, -2.33885], [-1.75820, -1.02101, -1.13306], [-1.02617, 0.08536, -0.72204], [-0.71961, 1.09141, -1.61415], [-1.63064, 1.40649, -2.64170], [-1.40791, 2.43314, -3.52911], [-0.26364, 3.21800, -3.43377], [-0.02304, 4.37621, -4.36572], [0.63740, 2.91200, -2.42826], [0.45064, 1.87340, -1.51332], [1.57083, 1.49891, -0.52177], [1.21925, 1.08585, 0.73694], [2.41656, 0.37807, -1.20049], [3.54100, 0.10512, -0.51643], [1.72163, -0.75841, -1.28596], [2.80252, 0.70083, -2.45441], [2.51103, 2.71949, -0.25418], [3.31301, 3.07163, -1.28199], [3.35639, 2.48907, 0.77603], [1.79997, 3.80297, 0.08603], [-2.81591, -1.57550, -0.38548], [-3.46605, -2.70608, -0.88496], [-3.30970, -0.88824, 0.90012], [-2.36001, -0.40629, 1.75226], [-4.26437, 0.27345, 0.48453], [-3.59773, 1.25819, -0.12292], [-4.87906, 0.82409, 1.55331], [-5.23996, -0.11858, -0.35966], [-4.11937, -1.86775, 1.81233], [-5.34690, -2.19401, 1.34216], [-3.44902, -3.01328, 1.99457], [-4.32754, -1.34733, 3.03003], [-3.92748, -4.56499, -3.63935], [-4.83193, -4.62096, -2.12327], [-3.28873, -5.45940, -2.26270], [-1.76071, -3.21615, -3.74122], [-0.57313, -1.23905, -2.89667], [-2.54015, 0.82494, -2.70893], [-2.14304, 2.64005, -4.30049], [-0.40992, 4.16731, -5.36468], [1.04251, 4.59220, -4.45544], [-0.51480, 5.28519, -4.00780], [1.53370, 3.51214, -2.38827], [-4.29310, -3.13587, -0.33990], [3.13561, 0.71941, 2.99605], [4.12485, -0.09854, 2.49402], [5.35906, 0.17518, 1.91935], [6.11518, -0.91153, 1.52528], [5.65615, -2.22584, 1.70041], [4.42511, -2.48771, 2.26996], [3.64670, -1.40283, 2.66700], [2.37685, -1.38256, 3.23512], [2.11845, -0.10976, 3.37623], [0.87772, 0.42503, 3.97007], [0.71843, 0.76160, 5.27355], [-0.90903, 1.20361, 5.57158], [-1.28261, 0.93632, 3.93341], [-0.26460, 0.54516, 3.21834], [2.98547, 1.67050, 2.70198], [5.69951, 1.18977, 1.76018], [7.07718, -0.74607, 1.05714], [6.27715, -3.04834, 1.36914], [4.05811, -3.49814, 2.39152], [1.45681, 0.72575, 6.05552], [-2.27360, 1.04762, 3.51964]],
  "forces_ev_per_a": [[0.05, 0.03, 0.11], [0.01, 0.01, 0.01], [0.01, 0.01, 0.01], [0.01, 0.01, 0.00], [-0.03, -0.01, 0.00], [0.01, 0.02, 0.05], [0.06, -0.03, -0.09], [-0.04, -0.01, 0.05], [0.01, 0.01, -0.01], [-0.01, -0.03, -0.01], [0.03, 0.02, 0.01], [-0.01, -0.01, 0.02], [-0.03, 0.02, -0.04], [0.04, 0.03, -0.03], [-0.09, -0.01, 0.07], [0.04, 0.07, -0.02], [0.01, -0.03, -0.05], [0.02, 0.01, 0.03], [-0.01, 0.00, 0.00], [0.00, -0.01, -0.02], [0.02, 0.01, -0.03], [0.01, -0.03, 0.01], [-0.03, 0.02, -0.02], [0.00, 0.01, 0.03], [-0.01, 0.03, -0.02], [-0.01, -0.03, -0.04], [-0.01, -0.07, 0.01], [0.00, 0.01, 0.04], [-0.03, 0.05, 0.00], [0.01, -0.01, 0.00], [0.00, -0.01, 0.00], [-0.01, -0.01, -0.01], [-0.02, 0.00, -0.02], [0.00, 0.00, -0.02], [0.01, -0.02, 0.00], [0.00, 0.02, 0.02], [-0.01, 0.00, 0.00], [0.00, -0.01, 0.00], [-0.01, -0.01, -0.01], [0.01, 0.00, 0.00], [0.00, 0.01, 0.00], [-0.01, 0.00, 0.00], [-0.01, 0.00, 0.00], [0.00, 0.00, -0.01], [0.00, 0.01, 0.00], [0.01, 0.01, -0.01], [0.00, -0.01, 0.02], [-0.01, 0.01, 0.02], [0.04, -0.05, 0.02], [-0.04, -0.02, -0.01], [0.07, -0.02, -0.02], [0.00, 0.05, 0.00], [-0.04, -0.03, 0.02], [0.03, -0.02, -0.02], [-0.05, -0.07, 0.03], [0.10, 0.45, 0.10], [0.01, -0.30, 0.00], [0.13, -0.12, -0.02], [-0.07, -0.01, 0.02], [0.08, -0.01, -0.04], [0.00, 0.02, 0.18], [-0.26, 0.09, -0.27], [-0.05, 0.00, -0.01], [0.00, 0.00, 0.00], [0.00, 0.00, 0.00], [0.00, 0.00, 0.00], [-0.01, 0.00, 0.01], [0.02, -0.01, -0.01], [0.02, -0.02, -0.05]]
}